Molecular formula: C4H7Cl5Si
Method: DFT, ωB97M-V with the def2-TZVPD basis set

Each line ends with the natural charge from an NBO analysis.
CARTESIAN COORDINATES (ANGSTROEM)
C -1.5801 -1.2647 -0.2993  -0.616
C -1.1967 1.3246 -0.0213  -0.600
C -0.7243 -0.0816 0.2424  -0.409
C 0.5373 -0.1045 -0.4952  -0.084
Si 2.1787 0.5007 0.3688  1.405
Cl 0.5186 -0.2868 -2.1472  0.198
Cl 1.4532 -2.7353 0.7159  -0.622
Cl 2.3769 0.1635 2.3050  -0.267
Cl 2.2553 2.4786 -0.0888  -0.333
Cl 3.5731 -0.4106 -0.7063  -0.305
H -1.5085 -1.2478 -1.3424  0.198
H -2.5196 -1.1847 0.1370  0.219
H -0.8453 -2.1264 0.0130  0.274
H -2.1990 1.4859 0.0769  0.236
H -0.9909 1.8070 -0.9065  0.226
H -0.7911 1.9975 0.8809  0.221
H -0.5376 -0.3155 1.2672  0.262

Multiplicity: 1
HOMO in eV: -9.1
E_LUMO in Ha: -0.09062
Molecular weight in g/mol: 260.5
Frontier orbital gap in eV: 6.64

=====

Molecular formula: C4H7ClFNO4
Method: DFT, ωB97M-V with the def2-TZVPD basis set

Each line ends with the natural charge from an NBO analysis.
CARTESIAN COORDINATES (ANGSTROEM)
C -0.8967 0.2370 1.0117  -0.062
C 0.6322 -1.0825 -0.6612  -0.067
C 0.7361 1.5622 -0.3409  0.225
C -0.1613 0.2309 -0.3519  -0.063
N -1.2198 0.3696 -1.3537  0.542
O -1.4159 -0.5697 -2.0727  -0.363
O -1.8964 1.3696 -1.3871  -0.392
O -1.5312 1.4242 1.3140  -0.728
O 1.2042 -1.0300 -1.9249  -0.707
F 0.8074 2.0178 -1.6133  -0.325
Cl 2.3929 1.4957 0.4436  -0.048
H -0.1356 0.1368 1.8726  0.208
H -1.5164 -0.6015 1.0438  0.179
H 1.4538 -1.1493 0.2698  0.197
H -0.0287 -2.0233 -0.6300  0.199
H 0.1055 2.1784 0.3003  0.208
H -2.0081 1.9019 0.5588  0.505
H 0.6283 -1.5913 -2.4819  0.489

SMILES: O=[N+]([O-])C(CO)(CO)[C@H](F)Cl
Multiplicity: 1
HOMO in eV: -10.8
E_LUMO in Ha: -0.01018
Molecular weight in g/mol: 187.6
Frontier orbital gap in eV: 10.57

=====

Molecular formula: C4H7ClFNS
Method: DFT, ωB97M-V with the def2-TZVPD basis set

Each line ends with the natural charge from an NBO analysis.
CARTESIAN COORDINATES (ANGSTROEM)
C -0.1718 -0.8451 -0.5885  -0.045
C -0.9461 0.4676 -0.8829  -0.271
C -0.0815 0.3920 0.3262  -0.224
C -0.6100 0.6305 1.7188  0.045
H 1.6248 -0.5196 -1.9116  0.411
H 1.4079 -2.0303 -0.8315  0.380
H -0.7869 -1.7488 -0.2294  0.238
H -0.8156 1.1022 -1.7334  0.248
H 2.6647 0.0852 0.0097  0.146
H -0.7801 1.6449 1.7302  0.176
H -1.5545 0.0604 1.7893  0.182
N 0.9616 -1.2924 -1.4216  -0.854
F 0.3074 0.1735 2.6805  -0.356
S 1.4312 1.4621 0.0657  -0.058
Cl -2.6511 0.4179 -0.7214  -0.017

Multiplicity: 1
HOMO in eV: -9.3
E_LUMO in Ha: -0.01646
Molecular weight in g/mol: 155.6
Frontier orbital gap in eV: 8.86

=====

Molecular formula: C4H7ClN2
Method: DFT, ωB97M-V with the def2-TZVPD basis set

Each line ends with the natural charge from an NBO analysis.
CARTESIAN COORDINATES (ANGSTROEM)
C -0.9593 -1.2096 0.0620  0.442
C 0.4477 -0.9421 -0.1410  -0.506
C 0.7972 0.5976 0.0943  -0.391
C -0.6561 1.0861 -0.1515  -0.241
N -1.5982 -2.2709 -0.1251  -0.646
N -1.5075 0.1525 0.5483  -0.440
Cl -3.1341 0.4916 0.0824  0.095
H 0.9986 -1.5285 0.6104  0.248
H 0.8798 -1.1255 -1.1687  0.253
H 1.0479 0.8868 1.1462  0.213
H 1.5345 1.0229 -0.6274  0.223
H -0.7926 2.0991 -0.0116  0.210
H -0.8746 0.9905 -1.1660  0.166
H -2.5948 -2.3461 0.2544  0.374

SMILES: [H]/N=C1/CCCN1Cl
Multiplicity: 1
HOMO in eV: -9.3
E_LUMO in Ha: 0.02894
Molecular weight in g/mol: 118.6
Frontier orbital gap in eV: 10.09

=====

Molecular formula: C4H7ClN2
Method: DFT, ωB97M-V with the def2-TZVPD basis set

Each line ends with the natural charge from an NBO analysis.
CARTESIAN COORDINATES (ANGSTROEM)
C 0.7784 -1.0576 1.1511  -0.294
C 0.1448 -1.1423 -0.0039  0.102
C 1.1183 0.4270 1.2720  -0.236
C -1.0943 0.3804 -1.5945  -0.449
N 0.4126 1.1313 0.2833  -0.415
N 0.1296 0.2201 -0.7873  -0.288
Cl -0.4535 -2.5532 -0.7931  0.027
H 0.9165 -1.7231 1.9233  0.230
H 0.8742 0.8900 2.1280  0.201
H 2.1494 0.5131 1.1416  0.184
H -1.0444 0.0567 -2.6388  0.224
H -2.0131 -0.0863 -1.0970  0.186
H -1.3808 1.4660 -1.7637  0.220
H -0.5377 1.4779 0.7790  0.308

SMILES: CN1NCC=C1Cl
Multiplicity: 1
HOMO in eV: -8.1
E_LUMO in Ha: 0.03481
Molecular weight in g/mol: 118.6
Frontier orbital gap in eV: 9.09

=====

Molecular formula: C4H7ClN2
Method: DFT, ωB97M-V with the def2-TZVPD basis set

Each line ends with the natural charge from an NBO analysis.
CARTESIAN COORDINATES (ANGSTROEM)
C 2.0319 -0.4236 0.2147  0.014
C 0.4289 1.2105 -0.1226  -0.142
C 1.3039 -1.1889 -0.8540  -0.120
C -1.1294 -0.3763 0.4078  -0.473
N 1.6755 0.7814 0.5566  -0.348
N -0.4148 0.1645 -0.6882  -0.363
Cl 0.5696 -2.6991 -0.3839  0.011
H 2.9853 -0.8751 0.5548  0.210
H -0.2820 1.8384 0.5381  0.197
H 0.8553 1.7827 -0.9928  0.206
H 1.6507 -1.2108 -1.8131  0.210
H -1.6138 -1.3606 0.2058  0.212
H -0.4954 -0.7333 1.2318  0.175
H -1.7436 0.3938 0.7278  0.211

Multiplicity: 1
HOMO (alpha / beta) in eV: -9.0 / -9.0
E_LUMO (alpha / beta) in Ha: -0.00061 / -0.00061
Molecular weight in g/mol: 118.6
Frontier orbital gap (alpha / beta) in eV: 8.98 / 8.97

=====

Molecular formula: C4H7ClN2O2
Method: DFT, ωB97M-V with the def2-TZVPD basis set

Each line ends with the natural charge from an NBO analysis.
CARTESIAN COORDINATES (ANGSTROEM)
C -0.1309 -0.2897 1.3184  -0.365
C -1.4671 -0.3011 0.4976  -0.502
C 1.0154 -0.7649 0.4475  -0.259
C -1.2484 0.2833 -0.8714  0.039
N 0.9242 -0.0589 -0.8095  -0.309
N 1.7310 0.9214 -1.1552  0.611
O 2.8109 0.9823 -0.6761  -0.425
O 1.2846 1.6958 -2.0090  -0.482
Cl -1.7673 -0.4519 -2.3088  0.114
H -0.0119 0.6430 1.7013  0.203
H -0.3054 -0.8796 2.1573  0.216
H -2.0399 -1.2517 0.4342  0.234
H -2.1950 0.4279 0.9872  0.251
H 1.8374 -0.5644 1.0186  0.238
H 0.6920 -1.7595 0.2242  0.201
H -1.1296 1.3680 -0.9565  0.235

Multiplicity: 1
HOMO (alpha / beta) in eV: -9.4 / -9.4
E_LUMO (alpha / beta) in Ha: -0.02558 / -0.02560
Molecular weight in g/mol: 150.6
Frontier orbital gap (alpha / beta) in eV: 8.71 / 8.71

=====

Molecular formula: C4H7ClN2O2
Method: DFT, ωB97M-V with the def2-TZVPD basis set

Each line ends with the natural charge from an NBO analysis.
CARTESIAN COORDINATES (ANGSTROEM)
C -0.4265 -0.6343 0.7549  0.699
C 0.5416 -1.6568 -1.2134  -0.420
C 0.6288 0.8650 -0.8555  -0.434
C -0.4414 0.8265 1.5612  -0.260
N -1.7487 1.3691 1.2100  0.150
N 0.0757 -0.4770 -0.4705  -0.442
O -0.8330 -1.5744 1.3681  -0.556
O -1.8531 2.0961 0.2323  -0.286
Cl -0.5437 0.5669 3.2782  0.017
H -0.2675 -2.0963 -1.9881  0.218
H 1.4389 -1.4900 -1.6986  0.202
H 0.8213 -2.5040 -0.4147  0.232
H 0.3955 0.9236 -1.9773  0.211
H 0.1118 1.7308 -0.4613  0.250
H 1.6703 0.7212 -0.7868  0.201
H 0.4302 1.3336 1.4615  0.217

SMILES: CN(C)C(=O)[C@H](Cl)N=O
Multiplicity: 1
HOMO (alpha / beta) in eV: -9.6 / -9.6
E_LUMO (alpha / beta) in Ha: -0.02224 / -0.02224
Molecular weight in g/mol: 150.6
Frontier orbital gap (alpha / beta) in eV: 9.02 / 9.02

=====

> Which value of molecular weight does entry 3 give?

155.6 g/mol